Entry from OMol25: 2 unconnected molecules or ions with the total composition C2H8N5O3 (the ωB97M-V functional and the def2-TZVPD basis).

Computed properties:
energy above the lowest of the compared OMol25 structures with the same formula, charge and spin	55.6	kcal per mole
E_tot	-15783.0650	eV
charge	+1

CARTESIAN COORDINATES (ANGSTROEM)
C  0.93  1.08  0.03
C  -0.44  -1.76  -0.18
N  2.21  1.32  -0.37
N  0.78  0.99  1.35
N  -1.34  0.86  -0.11
N  -1.25  -2.70  -0.01
N  -0.16  1.07  -0.81
O  0.58  -1.29  -0.43
O  -2.61  -2.45  0.15
O  -0.78  -3.99  0.26
H  2.81  1.89  0.19
H  2.42  1.33  -1.33
H  1.42  1.59  1.86
H  -0.24  1.02  1.40
H  -1.93  0.75  -0.91
H  -0.08  0.85  -1.76
H  -3.04  -2.17  0.95
H  -0.66  -4.46  -0.58

Results of the natural (NBO) charge analysis, in e, for atoms 1 through 6:
1 C 0.677
2 C 0.707
3 N -0.768
4 N -0.759
5 N -0.519
6 N 0.075


Entry from OMol25: a single C4H7NO2 molecule (the ωB97M-V functional and the def2-TZVPD basis).

Computed properties:
energy above the lowest of the compared OMol25 structures with the same formula, charge and spin	42.5	kcal per mole
SMILES string	C/N=C1/COCO1
E_tot	-9845.4351	eV

CARTESIAN COORDINATES (ANGSTROEM)
C  2.22  -0.43  -0.39
N  1.37  0.68  -0.03
C  0.13  0.49  -0.09
C  -1.04  1.32  0.47
O  -2.17  0.49  0.23
C  -1.65  -0.81  0.02
O  -0.40  -0.65  -0.61
H  2.56  -0.36  -1.43
H  3.09  -0.37  0.27
H  1.78  -1.44  -0.28
H  -1.20  2.27  -0.04
H  -0.91  1.51  1.55
H  -2.29  -1.37  -0.66
H  -1.49  -1.33  0.98

Results of the natural (NBO) charge analysis, in e, for atoms 1 through 6:
1 C -0.444
2 N -0.461
3 C 0.518
4 C -0.145
5 O -0.515
6 C 0.224


Entry from OMol25: 12 unconnected molecules or ions with the total composition C48H132N12O12 (the ωB97M-V functional and the def2-TZVPD basis).

Computed properties:
energy above the lowest of the compared OMol25 structures with the same formula, charge and spin	28.9	kcal per mole
SMILES string	COC[C@H](C)N.COC[C@H](C)N.COC[C@H](C)N.COC[C@H](C)N.COC[C@H](C)N.COC[C@H](C)N.COC[C@H](C)N.COC[C@H](C)N.COC[C@H](C)N.COC[C@H](C)N.COC[C@H](C)N.COC[C@H](C)N
E_tot	-94362.0254	eV

CARTESIAN COORDINATES (ANGSTROEM)
C  -3.06  22.55  13.77
C  -1.69  22.83  14.36
C  -1.76  22.83  15.89
O  -2.62  23.88  16.33
C  -1.95  25.11  16.52
N  -0.66  21.92  13.85
H  -3.79  23.16  14.31
H  -3.30  21.50  13.98
H  -3.19  22.73  12.70
H  -1.41  23.85  14.05
H  -0.77  22.95  16.35
H  -2.18  21.90  16.27
H  -2.72  25.77  16.93
H  -1.59  25.60  15.62
H  -1.14  25.04  17.25
H  0.23  22.21  14.26
H  -0.52  22.14  12.86
C  -3.41  25.58  11.21
C  -1.91  25.48  11.36
C  -1.16  25.74  10.04
O  0.11  25.15  10.09
C  0.90  25.37  8.95
N  -1.49  26.45  12.38
H  -3.72  26.59  10.97
H  -3.89  25.30  12.15
H  -3.84  24.92  10.45
H  -1.60  24.47  11.64
H  -1.03  26.83  9.95
H  -1.74  25.41  9.17
H  1.36  26.36  8.90
H  0.27  25.19  8.07
H  1.74  24.68  8.89
H  -1.78  26.05  13.28
H  -0.48  26.51  12.49
C  -11.60  23.27  11.08
C  -10.18  23.05  10.61
C  -9.13  23.28  11.71
O  -7.80  23.15  11.25
C  -7.37  24.27  10.48
N  -10.12  21.64  10.16
H  -11.81  22.66  11.96
H  -12.37  22.98  10.36
H  -11.71  24.33  11.32
H  -9.96  23.70  9.76
H  -9.24  22.52  12.48
H  -9.30  24.24  12.21
H  -7.85  24.21  9.50
H  -6.31  24.23  10.22
H  -7.61  25.20  11.00
H  -9.15  21.39  9.96
H  -10.62  21.63  9.27
C  -6.74  20.27  13.14
C  -7.11  18.79  12.95
C  -6.10  17.98  12.16
O  -6.25  18.35  10.80
C  -5.48  17.52  9.96
N  -7.30  18.17  14.30
H  -7.51  20.88  13.62
H  -6.49  20.75  12.19
H  -5.91  20.39  13.85
H  -8.09  18.74  12.48
H  -6.38  16.92  12.25
H  -5.10  18.08  12.59
H  -5.89  16.50  9.95
H  -4.43  17.44  10.26
H  -5.47  17.98  8.97
H  -7.48  18.93  14.95
H  -6.36  17.94  14.63
C  -4.55  21.48  9.18
C  -5.90  21.41  8.50
C  -5.80  20.52  7.27
O  -4.99  21.19  6.29
C  -4.64  20.25  5.28
N  -6.93  20.94  9.40
H  -3.77  21.76  8.46
H  -4.28  20.50  9.59
H  -4.55  22.27  9.94
H  -6.09  22.42  8.12
H  -6.76  20.31  6.79
H  -5.33  19.56  7.54
H  -4.07  20.85  4.55
H  -5.48  19.84  4.71
H  -3.92  19.55  5.69
H  -6.81  19.98  9.73
H  -7.03  21.59  10.18
C  -11.74  23.40  6.44
C  -11.17  22.00  6.37
C  -9.63  22.05  6.42
O  -9.15  22.75  5.31
C  -7.77  23.10  5.44
N  -11.69  21.20  7.48
H  -12.75  23.47  6.01
H  -11.18  24.02  5.74
H  -11.74  23.77  7.46
H  -11.43  21.56  5.40
H  -9.16  21.06  6.48
H  -9.40  22.51  7.39
H  -7.25  22.14  5.34
H  -7.66  23.53  6.44
H  -7.45  23.79  4.66
H  -12.70  21.27  7.40
H  -11.49  20.21  7.35
C  -6.77  21.87  2.10
C  -6.38  21.90  0.60
C  -6.53  23.34  0.07
O  -7.85  23.76  -0.05
C  -7.96  25.06  -0.59
N  -5.03  21.37  0.42
H  -6.67  20.89  2.56
H  -7.80  22.20  2.24
H  -6.09  22.52  2.64
H  -7.03  21.21  0.07
H  -5.99  23.37  -0.89
H  -5.95  23.98  0.74
H  -7.41  25.12  -1.53
H  -7.62  25.87  0.08
H  -9.02  25.23  -0.79
H  -4.97  21.20  -0.58
H  -4.22  21.95  0.63
C  -4.01  27.17  7.62
C  -4.89  26.01  7.18
C  -4.19  24.64  7.13
O  -2.93  24.66  6.52
C  -2.28  23.43  6.62
N  -6.11  25.98  8.01
H  -4.50  28.14  7.69
H  -3.20  27.23  6.89
H  -3.54  26.93  8.57
H  -5.27  26.16  6.16
H  -4.92  24.01  6.61
H  -4.11  24.23  8.15
H  -2.12  23.09  7.65
H  -1.30  23.50  6.13
H  -2.81  22.65  6.06
H  -6.41  26.93  8.14
H  -6.90  25.52  7.56
C  -1.50  21.23  10.50
C  0.01  21.19  10.27
C  0.26  21.42  8.78
O  -0.01  20.21  8.10
C  -0.28  20.37  6.73
N  0.60  22.28  11.08
H  -1.87  22.23  10.27
H  -1.81  20.93  11.50
H  -1.97  20.49  9.84
H  0.45  20.27  10.67
H  1.29  21.74  8.55
H  -0.41  22.19  8.37
H  0.45  21.02  6.23
H  -1.31  20.73  6.56
H  -0.25  19.43  6.19
H  1.60  22.29  10.85
H  0.25  23.15  10.68
C  -8.25  17.62  7.35
C  -7.48  17.39  6.05
C  -6.05  16.84  6.16
O  -6.03  15.85  7.19
C  -4.74  15.30  7.27
N  -8.33  16.47  5.26
H  -7.73  18.22  8.11
H  -8.50  16.69  7.86
H  -9.16  18.19  7.13
H  -7.35  18.36  5.55
H  -5.33  17.62  6.40
H  -5.74  16.41  5.20
H  -4.53  14.70  6.37
H  -4.74  14.62  8.12
H  -3.91  16.01  7.36
H  -9.20  16.99  5.15
H  -8.00  16.56  4.29
C  -1.32  21.34  -0.52
C  -1.33  22.87  -0.43
C  -1.50  23.38  1.00
O  -2.79  23.06  1.48
C  -2.92  23.43  2.84
N  0.00  23.29  -0.91
H  -0.48  20.86  -0.03
H  -1.24  21.01  -1.56
H  -2.22  20.86  -0.11
H  -2.07  23.33  -1.09
H  -1.37  24.47  0.92
H  -0.68  23.01  1.62
H  -2.76  24.51  2.95
H  -2.23  22.88  3.48
H  -3.95  23.24  3.14
H  0.04  24.30  -0.80
H  0.14  23.13  -1.90
C  -3.82  16.50  2.53
C  -4.07  17.96  2.82
C  -2.93  18.90  2.42
O  -1.82  18.61  3.25
C  -0.74  19.48  3.12
N  -5.35  18.38  2.21
H  -4.62  15.88  2.95
H  -2.89  16.15  2.96
H  -3.91  16.26  1.47
H  -4.21  18.07  3.90
H  -3.32  19.92  2.51
H  -2.55  18.79  1.39
H  0.01  19.30  3.89
H  -1.05  20.53  3.19
H  -0.35  19.38  2.10
H  -5.26  18.17  1.21
H  -5.39  19.40  2.17

Results of the Löwdin charge analysis, in e, for atoms 1 through 6:
1 C -0.058
2 C -0.445
3 C -0.189
4 O -0.193
5 C -0.115
6 N 0.047


The highest E_tot belongs to which entry? C4H7NO2


Which of these has the highest E_tot? C4H7NO2